[1]
This record from the Open Molecules 2025 dataset describes a structure of composition C38H61FeN9O14 in a non-equilibrium geometry. The level of theory is ωB97M-V with the def2-TZVPD basis set.

Structure (ORCA input):
```
! RIJCOSX wB97M-V def2-TZVPD def2/J DEFGRID3
* xyz 0 5
Fe 11.25981 2.60517 11.55835
O 11.52838 4.62641 12.24430
C 10.46759 5.36467 11.59923
C 9.21749 4.61141 11.06838
O 9.26839 3.16399 10.92170
H 10.92867 5.68809 10.66600
H 10.28404 6.23979 12.22260
H 8.82130 5.04571 10.15049
H 8.46804 4.81736 11.83258
C 10.55149 9.85645 8.39550
O 10.90173 10.86019 7.80494
N 9.79091 8.90152 7.79545
C 9.28985 7.81459 8.64083
C 9.41093 8.94199 6.37949
H 10.75443 9.59474 9.44551
H 9.52218 6.78815 8.35704
H 8.20105 7.83734 8.68659
H 9.75179 7.88535 9.62557
H 9.67142 8.00026 5.89639
H 8.37955 9.26987 6.24969
H 9.90672 9.74417 5.83287
C 9.95710 2.62059 14.36307
O 10.62850 2.00098 13.50836
N 9.67950 2.24800 15.60249
C 9.09099 3.10341 16.57408
C 10.07394 0.90777 16.16322
H 9.54358 3.63286 14.23458
H 9.84557 3.22876 17.35061
H 8.24729 2.57738 17.02080
H 8.77038 4.08583 16.22743
H 10.60024 1.00638 17.11264
H 9.25946 0.21661 16.38006
H 10.77841 0.37908 15.52110
C 12.25654 1.88528 8.61937
O 12.14600 2.51688 9.68721
N 11.51525 2.08616 7.54933
C 11.53712 1.22913 6.35933
C 10.52163 3.10547 7.49863
H 12.90495 1.02296 8.39991
H 12.19430 0.36562 6.46219
H 11.83270 1.79904 5.47846
H 10.52691 0.85351 6.19662
H 10.86426 3.89675 6.83186
H 9.59328 2.64659 7.15850
H 10.39501 3.59419 8.46467
C 9.75448 0.01009 10.54392
O 10.84339 0.43392 10.95159
N 9.64382 -0.77405 9.48011
C 8.35441 -1.17449 8.98494
C 10.72009 -1.35162 8.68136
H 8.74359 0.28832 10.87992
H 7.55885 -1.06523 9.72199
H 8.37274 -2.22928 8.71078
H 8.26333 -0.61015 8.05686
H 10.62368 -2.43401 8.59637
H 10.75712 -1.04404 7.63631
H 11.67494 -1.04058 9.10517
C 4.61342 2.37248 14.15325
O 3.37366 2.52206 14.23753
N 5.31730 2.75355 13.12013
C 6.81169 2.47492 13.08437
C 4.74154 3.21312 11.89772
H 5.21859 1.95351 14.97206
H 7.17527 1.64678 13.69272
H 7.37032 3.40001 13.22661
H 6.96262 2.15004 12.05491
H 5.06516 2.60445 11.05339
H 3.65469 3.23985 11.97614
H 5.23937 4.18220 11.93157
C 15.22271 5.16048 12.49480
O 16.14619 5.60252 11.88041
N 15.20531 4.92729 13.81021
C 14.17310 4.17420 14.45409
C 16.41819 4.97408 14.54639
H 14.18906 4.94091 12.18567
H 13.22890 4.06117 13.92136
H 13.90775 4.70878 15.36618
H 14.48805 3.22969 14.89772
H 16.84002 3.98606 14.36208
H 17.08607 5.75087 14.17404
H 16.25098 5.05015 15.62080
C 12.85195 6.84821 8.15934
C 13.22239 7.76668 7.16531
C 14.58968 8.18770 7.13005
C 15.47749 7.66988 8.06724
C 15.06379 6.69660 9.01897
C 13.74554 6.35445 9.09257
N 16.85227 8.01839 8.11866
O 17.71545 7.30350 8.69785
O 17.23357 8.93233 7.47103
H 11.82292 6.52065 8.14504
H 12.45321 8.20841 6.54915
H 14.88597 8.80306 6.29342
H 15.81814 6.27126 9.66430
H 13.49693 5.61022 9.83467
C 5.65856 2.45988 8.05811
C 5.03572 2.84802 6.86451
C 5.48494 3.98288 6.18377
C 6.70212 4.61105 6.59042
C 7.37797 4.14767 7.67297
C 6.87711 3.07768 8.39707
N 7.19549 5.78369 5.86478
O 6.37694 6.40965 5.14626
O 8.37380 5.94734 5.96224
H 5.10999 1.63957 8.49693
H 4.07855 2.42600 6.59593
H 4.97331 4.39891 5.32847
H 8.34434 4.51534 7.98500
H 7.38777 2.68605 9.26440
C 12.51830 8.55997 12.52755
C 11.68650 9.38895 13.33554
C 11.41917 10.65073 12.89733
C 11.74639 11.13104 11.64668
C 12.53190 10.22397 10.82048
C 12.93863 8.96592 11.26938
N 11.39768 12.52203 11.19864
O 11.56498 12.84186 10.01460
O 10.81715 13.23526 12.02310
H 12.77163 7.58924 12.92742
H 11.38670 9.15604 14.34661
H 10.97737 11.36101 13.58049
H 12.85119 10.49405 9.82473
H 13.61166 8.29250 10.75954
*
```

Summary:
Relative energy (zero: lowest compared OMol25 entry of this formula, charge and spin) ... 34.69 kcal per mole
⟨S²⟩ ... 6.008
Total energy ... -4294.04145 a.u.
Molar mass ... 923.80 g/mol
F_max ... 0.0843 hartree/bohr

---

[2]
This record from the Open Molecules 2025 dataset describes a structure of composition C54H42CrP3Se2SiTe2 in a non-equilibrium geometry. The level of theory is ωB97M-V with the def2-TZVPD basis set.

Structure (ORCA input):
```
! RIJCOSX wB97M-V def2-TZVPD def2/J DEFGRID3
* xyz 0 4
Cr -2.33769 0.87980 0.17450
C 3.21302 3.60156 -2.11621
C 2.93335 3.75303 -0.76778
C 1.66746 3.44632 -0.27943
C 0.68744 2.94691 -1.13085
C 0.98862 2.76906 -2.48321
C 2.23474 3.11607 -2.97469
P -1.06298 2.70958 -0.59531
C -1.70651 3.97401 -1.77755
C -1.31398 5.30971 -1.66408
C -1.69909 6.23857 -2.61785
C -2.45642 5.84070 -3.71166
C -2.79276 4.50564 -3.86930
C -2.40795 3.57445 -2.91007
C -1.09608 3.45023 1.08511
C -1.73750 4.63237 1.43580
C -1.80202 5.00613 2.77134
C -1.23122 4.20768 3.74923
C -0.61027 3.01449 3.40666
C -0.54626 2.60047 2.07972
Si -0.04854 0.89253 1.35894
C 1.85955 0.84299 1.61544
C 2.49390 1.79460 2.42076
C 3.84093 1.69631 2.73001
C 4.59358 0.64115 2.23583
C 3.99748 -0.31473 1.43101
C 2.64099 -0.22177 1.10570
P 1.80506 -1.46691 0.06430
C 2.50511 -1.18807 -1.60336
C 3.51640 -0.27992 -1.89619
C 3.98573 -0.16012 -3.19881
C 3.43514 -0.91586 -4.22186
C 2.41254 -1.81416 -3.94126
C 1.95492 -1.95025 -2.63973
C 2.68560 -2.99628 0.58563
C 2.52753 -3.36115 1.92684
C 3.14284 -4.49727 2.42649
C 3.91942 -5.29149 1.58787
C 4.06132 -4.94757 0.25359
C 3.44453 -3.80488 -0.24977
C -0.54213 -0.59302 2.47316
C -0.23357 -0.66146 3.83238
C -0.71398 -1.69867 4.62092
C -1.46242 -2.71762 4.04679
C -1.71763 -2.71084 2.68306
C -1.27727 -1.64803 1.89441
P -1.63340 -1.52834 0.09380
C -3.45832 -1.88764 -0.10527
C -3.94553 -1.73949 -1.40745
C -5.28288 -1.95104 -1.70717
C -6.16819 -2.27776 -0.69578
C -5.70484 -2.40149 0.60684
C -4.36227 -2.21926 0.89901
C -1.14329 -3.20447 -0.55212
C -0.32218 -4.03490 0.20838
C 0.07106 -5.28000 -0.26652
C -0.34477 -5.71267 -1.51425
C -1.15308 -4.88987 -2.28749
C -1.54098 -3.64417 -1.81650
H 4.18941 3.87387 -2.50056
H 3.69451 4.12331 -0.09174
H 1.43637 3.62931 0.75973
H 0.22989 2.39052 -3.15849
H 2.44028 3.00934 -4.03239
H -0.67906 5.61130 -0.84011
H -1.39849 7.27401 -2.51452
H -2.75819 6.57000 -4.45460
H -3.35487 4.18126 -4.73635
H -2.64271 2.53334 -3.05312
H -2.21012 5.25191 0.69066
H -2.31501 5.91923 3.04578
H -1.29925 4.50103 4.79100
H -0.21770 2.37770 4.19263
H 1.91437 2.61619 2.83166
H 4.30380 2.43541 3.37429
H 5.64612 0.56253 2.48255
H 4.59196 -1.13445 1.04673
H 3.93897 0.33721 -1.11275
H 4.78906 0.53314 -3.41675
H 3.79450 -0.80004 -5.23717
H 1.97450 -2.41124 -4.73192
H 1.16467 -2.66071 -2.41595
H 1.92158 -2.73979 2.58060
H 3.02037 -4.76411 3.46945
H 4.40831 -6.17516 1.98062
H 4.65926 -5.56632 -0.40514
H 3.56931 -3.54678 -1.29372
H 0.38231 0.11461 4.27786
H -0.50588 -1.70917 5.68483
H -1.84660 -3.51978 4.66597
H -2.25879 -3.53632 2.23747
H -3.27910 -1.40862 -2.19296
H -5.63549 -1.80578 -2.72090
H -7.21951 -2.41432 -0.91893
H -6.39551 -2.62777 1.41017
H -4.03846 -2.30531 1.92507
H 0.01686 -3.71466 1.18092
H 0.71013 -5.90966 0.34154
H -0.04009 -6.68352 -1.88719
H -1.48619 -5.21788 -3.26485
H -2.15193 -3.02256 -2.45001
Se -3.30901 0.82721 2.24077
Te -5.15723 2.49339 2.49330
Te -5.11370 3.59041 -0.01802
Se -4.24586 1.48450 -1.05742
*
```

Summary:
⟨S²⟩ ... 4.115
Total energy ... -9779.93358 a.u.
Molar mass ... 1277.05 g/mol
F_max ... 0.0390 hartree/bohr

---

[3]
This record from the Open Molecules 2025 dataset describes the ion C3N2O4 with charge -2 in a non-equilibrium geometry. The level of theory is ωB97M-V with the def2-TZVPD basis set.

Structure (ORCA input):
```
! RIJCOSX wB97M-V def2-TZVPD def2/J DEFGRID3
* xyz -2 1
C 1.20791 0.83848 -0.44297
C -0.22085 -1.39380 0.50303
C -0.09865 0.10547 0.03011
N -1.25947 0.73160 -0.01836
N -2.37754 1.17448 -0.16994
O 2.17383 0.14074 -0.79922
O -0.30814 -2.24987 -0.33940
O 1.10141 2.09460 -0.47702
O -0.21848 -1.44170 1.71378
*
```

Summary:
Relative energy (zero: lowest compared OMol25 entry of this formula, charge and spin) ... 0.00 kcal per mole
Total energy ... -524.75824 a.u.
Molar mass ... 128.04 g/mol
F_max ... 0.1012 hartree/bohr

---

[4]
This record from the Open Molecules 2025 dataset describes a cluster of 2 separate species, C2HCl2NO4 in total in a non-equilibrium geometry. The level of theory is ωB97M-V with the def2-TZVPD basis set.

Structure (ORCA input):
```
! RIJCOSX wB97M-V def2-TZVPD def2/J DEFGRID3
* xyz 0 1
C -1.28289 1.07570 -0.09095
C -0.22876 0.67698 -1.03935
N 1.01669 -1.57095 0.78942
O -2.24159 0.42737 0.17152
O 0.94919 -1.99849 -0.33116
O 1.53750 -2.11900 1.73304
O 0.52849 -0.43178 1.07259
Cl -0.99637 2.65171 0.61830
Cl 1.01533 1.62060 -1.47439
H -0.29759 -0.33212 -1.44902
*
```

Summary:
Relative energy (zero: lowest compared OMol25 entry of this formula, charge and spin) ... 34.82 kcal per mole
Total energy ... -1352.66609 a.u.
Molar mass ... 173.94 g/mol
F_max ... 0.0623 hartree/bohr